# 1
Here is one molecule with the formula C22H29N3O5S from the OMol25 dataset. Energies are from ωB97M-V with the def2-TZVPD basis set.

```
60
C22H29N3O5S ωB97M-V with the def2-TZVPD basis set
C -0.401 -4.056 2.274
O -0.257 -3.670 0.926
C -0.688 -2.364 0.632
C -2.214 -2.173 0.682
H -2.692 -3.150 0.591
H -2.534 -1.569 -0.167
C -2.696 -1.504 1.976
N -2.148 -0.183 2.168
S -0.964 0.118 3.275
O -0.621 -1.116 3.914
O 0.090 0.869 2.636
C -1.779 1.192 4.449
C -2.738 0.643 5.278
C -3.405 1.461 6.174
C -3.107 2.815 6.226
C -2.142 3.354 5.391
C -1.470 2.537 4.494
H -0.703 2.921 3.840
H -1.910 4.407 5.438
H -3.629 3.451 6.924
H -4.153 1.045 6.831
H -2.938 -0.415 5.218
C -2.614 0.917 1.362
H -2.308 1.842 1.858
H -3.708 0.894 1.297
C -2.050 0.910 -0.074
O -2.787 0.936 -1.040
N -0.706 0.876 -0.085
C 0.161 0.742 -1.177
C 1.523 0.623 -0.907
C 2.432 0.478 -1.931
C 2.016 0.435 -3.267
C 0.649 0.558 -3.523
C -0.266 0.714 -2.499
H -1.316 0.802 -2.722
H 0.278 0.518 -4.535
N 2.969 0.344 -4.279
C 2.582 0.576 -5.654
H 1.878 1.406 -5.700
C 3.836 0.955 -6.451
O 4.832 -0.037 -6.372
C 5.194 -0.264 -5.030
C 3.983 -0.690 -4.200
H 4.281 -0.854 -3.166
H 3.594 -1.639 -4.607
H 5.951 -1.050 -5.045
H 5.626 0.653 -4.600
H 3.597 1.065 -7.511
H 4.229 1.908 -6.064
H 2.124 -0.319 -6.107
H 3.483 0.414 -1.692
H 1.861 0.652 0.119
H -0.241 0.889 0.821
H -2.378 -2.084 2.842
H -3.791 -1.436 1.970
H -0.322 -2.178 -0.381
H -0.207 -1.647 1.315
H -0.061 -3.268 2.954
H -1.441 -4.309 2.513
H 0.216 -4.944 2.404
```

## Properties
Net charge = 0
Frontier orbital gap = 7.8 eV
HOMO level = -7.433 eV
Relative energy (zero: lowest compared OMol25 entry of this formula, charge and spin) = 242.9 kJ/mol
LUMO level = 0.4 eV
SMILES = COCCCN(CC(=O)Nc1ccc(N2CCOCC2)cc1)S(=O)(=O)c1ccccc1

Atomic partial charges in e from the natural (NBO) method, atoms 1 to 4: atom 1 (C): -0.2606, atom 2 (O): -0.5359, atom 3 (C): -0.0657, atom 4 (C): -0.4622

=====

# 2
Here is one molecule with the formula C22H29N3O6 from the OMol25 dataset. Energies are from ωB97M-V with the def2-TZVPD basis set.

```
60
C22H29N3O6 ωB97M-V with the def2-TZVPD basis set
C 1.625 2.863 4.251
C 1.660 1.747 5.287
H 2.656 1.674 5.736
H 0.911 1.904 6.065
O 1.320 0.489 4.701
C 2.257 -0.107 3.953
O 3.385 0.297 3.836
C 1.677 -1.301 3.236
C 2.761 -2.229 2.694
C 2.143 -3.286 1.782
C 1.328 -2.603 0.678
N 0.284 -1.743 1.197
C 0.837 -0.731 2.062
H 0.037 -0.108 2.465
H 1.485 -0.093 1.452
C -0.885 -2.428 1.713
C -2.163 -1.605 1.469
C -2.265 -1.265 -0.008
O -2.873 -1.948 -0.801
N -1.576 -0.130 -0.307
C -1.310 0.500 -1.503
C -0.576 1.688 -1.525
N -0.433 2.107 -2.834
C -1.055 1.222 -3.650
C -1.170 1.232 -5.032
C -1.863 0.196 -5.640
C -2.433 -0.831 -4.864
C -2.321 -0.841 -3.495
C -1.626 0.188 -2.856
H -2.766 -1.630 -2.911
H -2.973 -1.631 -5.345
O -1.939 0.260 -6.999
C -2.622 -0.756 -7.693
H -3.678 -0.799 -7.410
H -2.160 -1.735 -7.533
H -2.544 -0.492 -8.747
H -0.739 2.013 -5.636
H 0.062 2.938 -3.107
C -0.038 2.392 -0.395
O -0.171 2.043 0.768
O 0.646 3.505 -0.748
C 1.209 4.243 0.324
H 0.426 4.581 1.006
H 1.716 5.093 -0.126
H 1.916 3.626 0.882
H -1.114 0.348 0.464
H -3.026 -2.209 1.750
H -2.153 -0.696 2.070
H -0.987 -3.374 1.176
H -0.814 -2.655 2.787
H 0.873 -3.343 0.017
H 1.993 -1.975 0.076
H 2.927 -3.899 1.335
H 1.491 -3.941 2.363
H 3.296 -2.701 3.521
H 3.481 -1.630 2.133
H 1.011 -1.833 3.921
H 1.748 3.824 4.742
H 2.433 2.724 3.537
H 0.679 2.848 3.716
```

## Properties
Net charge = 0
Frontier orbital gap = 7.9 eV
HOMO level = -7.424 eV
Relative energy (zero: lowest compared OMol25 entry of this formula, charge and spin) = 129.5 kJ/mol
LUMO level = 0.4 eV
SMILES = CCOC(=O)[C@@H]1CCCN(CCC(=O)Nc2c(C(=O)OC)[nH]c3cc(OC)ccc23)C1

Atomic partial charges in e from the natural (NBO) method, atoms 1 to 4: atom 1 (C): -0.6412, atom 2 (C): -0.0738, atom 3 (H): 0.1954, atom 4 (H): 0.1892